[1]
80
Properties=species:S:1:pos:R:3:forces:R:3 method="wB97M-V/def2-TZVPD" total_charge=0 largest_force_ev_per_a=4.960 orbital_gap_ha=0.3257 smiles="[H]/N=C(/C)CC1=C(C(=O)NC(=O)F)C(=O)OC1=O.CCOC(C)=O.CCOC(C)=O.CCOC(C)=O.CCOC(C)=O" e_lumo_ev=-0.30
H 2.9392 -1.9175 -2.6222 0.4 -0.2 -0.2
N 3.0336 -2.9370 -2.6009 -0.3 0.3 -0.1
C 2.1492 -3.3952 -1.8314 0.0 -1.1 -0.1
C 2.0984 -4.9318 -1.5898 -0.3 1.0 0.7
C 1.1480 -2.4667 -1.0867 0.3 -0.2 -0.3
C 0.1927 -1.6877 -1.9791 -1.2 0.3 -0.1
C -1.1082 -1.4095 -1.7535 -0.3 -0.9 0.5
C -1.9378 -1.8533 -0.5566 0.7 -1.1 -1.1
O -2.6294 -1.1316 0.0657 -0.9 1.1 0.9
N -1.8294 -3.2435 -0.1979 -1.5 0.4 -1.7
C -2.0077 -4.1090 -1.3416 0.4 0.9 0.7
O -1.3688 -5.0659 -1.4678 1.0 -2.2 -0.5
F -2.9282 -3.7875 -2.2673 0.0 0.7 0.6
C -1.6847 -0.5528 -2.8915 3.9 -0.7 3.0
O -2.7682 -0.3861 -3.2342 -2.8 0.8 -1.1
O -0.5238 0.0291 -3.4227 -0.7 -0.4 -1.8
C 0.4017 -1.0056 -3.3590 -0.5 0.0 3.6
O 1.1382 -1.3354 -4.1840 1.6 -0.1 -2.4
H 2.6435 -5.1515 -0.6452 -0.4 0.2 -0.4
H 2.5909 -5.5011 -2.3921 -0.3 0.5 0.2
H 1.0450 -5.2350 -1.4383 0.6 -0.1 -0.2
H 0.5740 -3.0704 -0.3633 0.2 0.5 -0.2
H 1.7617 -1.7145 -0.5421 -0.3 -0.4 -0.2
H -2.5778 -3.4954 0.4553 0.4 0.4 0.2
C -0.1163 -4.1335 4.1060 0.0 0.2 0.0
C 1.0352 -5.1083 3.9668 -0.2 0.2 0.1
O 1.7965 -4.8497 2.7840 0.1 -0.4 -0.3
C 2.7858 -3.9372 2.7069 0.1 0.5 0.0
C 2.9567 -2.9395 3.8262 0.2 -0.3 0.4
O 3.4699 -3.8855 1.7214 -0.2 -0.3 0.0
H 0.2361 -3.1060 4.2068 0.0 0.0 0.1
H -0.7219 -4.3767 4.9804 0.0 0.0 0.0
H -0.7492 -4.1664 3.2179 0.0 -0.1 0.0
H 1.6789 -5.1251 4.8484 0.0 0.1 0.0
H 0.6408 -6.1182 3.8535 0.1 0.0 -0.2
H 2.4229 -2.0242 3.5705 0.0 0.0 0.0
H 4.0176 -2.7196 3.9291 0.0 0.1 -0.2
H 2.6185 -3.2990 4.7959 -0.2 0.1 0.0
C -3.8486 3.6856 2.4905 0.0 -0.2 0.1
C -2.6960 4.1841 1.6466 -0.1 0.0 0.0
O -1.6201 3.2327 1.6224 0.5 0.2 0.2
C -1.5497 2.1811 0.7866 -0.2 -0.4 -0.2
C -2.7646 1.7878 -0.0100 -0.1 0.7 -0.4
O -0.5370 1.5276 0.7397 0.0 0.3 0.2
H -4.2795 2.7717 2.0803 -0.1 0.1 -0.1
H -4.6343 4.4393 2.5501 0.0 0.0 0.0
H -3.5047 3.4510 3.5000 0.1 0.1 0.0
H -3.0058 4.4560 0.6372 0.1 -0.3 0.2
H -2.2850 5.0888 2.0982 0.2 -0.2 0.0
H -3.3041 1.0132 0.5277 0.0 0.0 0.0
H -2.4319 1.3942 -0.9678 0.0 -0.2 0.2
H -3.4356 2.6124 -0.2319 0.0 0.0 0.2
C -7.5607 7.6415 -0.6791 0.0 -0.1 -0.1
C -6.2609 7.5162 0.0886 -0.2 0.2 -0.2
O -5.8931 6.1439 0.2729 0.2 -0.1 0.5
C -5.2260 5.4143 -0.6366 -0.2 -0.1 -0.5
C -5.0625 5.9496 -2.0371 0.4 0.4 0.0
O -4.8288 4.3164 -0.3408 -0.5 0.4 0.0
H -7.4756 7.2268 -1.6845 0.0 0.1 0.0
H -7.8574 8.6877 -0.7625 0.0 0.0 0.0
H -8.3537 7.0889 -0.1738 0.0 0.1 0.1
H -5.4464 8.0786 -0.3715 0.0 -0.1 -0.1
H -6.3926 7.9269 1.0894 0.1 -0.2 0.1
H -5.8608 5.5527 -2.6639 0.0 0.0 0.0
H -4.1019 5.6124 -2.4227 -0.1 -0.2 0.0
H -5.0576 7.0355 -2.0983 -0.2 0.0 0.0
C 8.5238 0.1583 -1.5384 0.0 -0.1 -0.2
C 7.8805 -0.3513 -0.2649 0.2 0.0 -0.2
O 6.4614 -0.4556 -0.4025 -0.2 0.2 0.4
C 5.8318 -1.5202 -0.9420 0.0 -0.3 -0.4
C 6.6390 -2.5575 -1.6820 0.3 -0.3 0.4
O 4.6360 -1.5958 -0.8878 0.2 0.5 0.4
H 8.3631 -0.5270 -2.3719 0.1 0.0 0.1
H 9.5986 0.2870 -1.4011 0.0 0.0 0.0
H 8.0877 1.1159 -1.8259 0.0 0.0 0.1
H 8.3095 -1.2972 0.0714 0.0 0.0 -0.1
H 8.0509 0.3674 0.5371 -0.2 0.0 0.0
H 6.6296 -2.3218 -2.7460 0.0 0.0 0.0
H 6.1720 -3.5280 -1.5255 -0.2 0.1 -0.2
H 7.6675 -2.6471 -1.3376 0.0 0.1 -0.1

=====

[2]
59
Properties=species:S:1:pos:R:3:forces:R:3 method="wB97M-V/def2-TZVPD" total_charge=-1 largest_force_ev_per_a=3.764 orbital_gap_ha=0.3473 relative_energy_kj_mol=504.7 e_lumo_ev=1.94
O -4.0675 1.5715 -3.4114 0.8 1.6 -0.8
H -3.8250 2.4887 -3.7091 -1.0 -0.8 0.6
O 2.0883 2.5626 -3.1352 0.9 1.0 0.2
H 2.8155 2.6099 -2.4838 -0.5 0.0 -0.3
H 1.8688 1.6436 -3.1489 -0.2 -0.7 0.0
O -1.8145 3.6211 -2.0420 -0.5 0.8 0.0
H -1.2709 2.8548 -2.2038 0.7 -0.5 0.3
H -1.6545 3.8962 -1.1289 -0.1 -0.7 -0.7
O 4.2102 1.0567 -1.0657 1.4 -0.2 -1.1
H 3.3486 0.7982 -0.7793 -0.6 0.1 0.8
H -3.1590 1.2650 -3.4148 0.2 -0.9 0.3
O 0.3199 3.6371 1.9485 -1.0 -0.2 -0.7
H -0.3831 3.0790 1.4949 0.7 -0.1 -0.3
H 0.3812 3.0391 2.6833 0.7 -0.2 1.0
O 0.7018 -3.3359 3.8941 0.2 -0.9 0.9
H 0.7827 -3.5818 2.9781 -0.3 0.3 -0.7
H 0.6065 -2.3938 3.9318 0.0 0.7 -0.4
O -1.1214 1.6051 1.0745 0.8 -0.2 -1.1
H -0.5861 0.7446 0.7217 -0.6 1.2 1.0
H -1.8126 1.1516 1.5462 -0.6 0.5 -0.3
O 0.0585 -0.4259 0.4701 2.2 -1.9 2.4
H 4.6159 1.6947 -0.4727 -0.8 0.0 0.3
H 0.0308 -4.6192 -2.2205 0.1 0.2 0.3
O 2.5171 2.9828 0.1491 -0.9 0.8 0.7
H 1.7271 2.4396 0.1633 -0.1 -1.2 -0.7
H 2.0389 3.6676 0.6582 0.9 0.4 0.0
O 2.3691 -1.3706 -3.4102 -0.5 0.8 -0.9
H 1.7098 -0.6442 -3.4781 0.7 -1.1 0.2
H 2.4065 -1.6672 -2.4931 -0.3 0.4 0.4
O -1.1454 0.9329 3.5528 0.0 -1.4 0.6
H -1.7565 0.3365 3.0749 0.4 0.7 0.7
H -1.5906 1.7208 3.8310 -0.8 0.5 0.0
O -0.7983 -2.6542 1.0271 0.5 1.7 -1.4
H -1.4656 -2.1967 1.5550 -0.1 -0.5 0.0
H -0.4816 -1.6685 0.4313 -0.6 -1.8 1.8
O 1.9860 -1.9804 -0.7119 0.0 0.7 0.0
H 1.3796 -2.7120 -0.8365 0.0 -0.6 -0.1
H 0.6545 -0.6729 1.2900 -1.8 1.2 -2.0
O -0.2376 -5.5288 -2.0958 -0.2 -0.6 -0.3
H 1.4521 -1.4482 -0.1022 0.1 0.7 -0.3
H -0.4278 -5.6659 -1.1636 0.2 0.3 -0.1
O 2.2153 -4.4341 -0.4453 0.7 -0.9 2.7
H 2.2721 -4.4823 0.5759 -0.4 0.0 -2.5
H 2.9520 -3.8291 -0.6188 -0.2 -0.1 -0.1
O 1.3643 0.2659 3.1860 0.8 -0.4 0.0
H 0.9340 0.2188 4.0337 -0.1 -0.4 0.7
H 0.7743 0.8964 2.7904 -0.5 0.5 -0.9
O -3.5300 0.5114 0.0048 -2.9 -0.2 -1.3
H -4.4766 0.5535 -0.3686 1.7 0.3 1.5
H -3.1822 0.1698 -0.8204 1.1 -0.1 -0.1
O 0.2292 0.9289 -1.6217 -0.5 -0.2 0.4
H -0.0264 0.4811 -0.7463 0.9 0.4 -1.7
H 0.9354 0.3530 -1.9428 -0.2 0.0 0.3
O -2.7951 -4.5630 -0.3264 1.1 -0.4 0.4
H -1.8589 -4.5737 -0.0231 -0.7 0.8 -0.4
H -3.1848 -5.0852 0.3738 -0.6 -0.2 0.2
O -2.0863 4.7853 1.1160 0.8 -0.4 -2.0
H -1.6454 4.5572 0.2493 -1.3 0.9 1.1
H -1.3620 4.4125 1.6150 0.2 0.3 1.4

=====

[3]
62
Properties=species:S:1:pos:R:3:forces:R:3 method="wB97M-V/def2-TZVPD" spin_multiplicity=5 total_charge=+2 s2=6.1126 largest_force_ev_per_a=2.054 orbital_gap_ha="0.2577 / 0.2052" relative_energy_kj_mol=81.2 e_lumo_ev="-7.22 / -9.05"
Pd -0.1074 0.0974 -0.2706 0.7 1.8 -0.6
C -4.2715 -1.9755 3.1426 0.1 0.0 0.0
C -4.2418 -0.5686 3.1518 0.0 0.3 0.0
C -3.0900 0.1028 2.8635 -0.1 0.1 -0.2
C -1.8975 -0.6328 2.5808 -0.1 0.0 0.0
C -1.9349 -2.0625 2.6012 0.2 0.0 0.1
C -3.1039 -2.7083 2.8916 0.1 -0.1 0.0
N -0.7748 0.0170 2.2407 -0.3 0.0 0.6
C -0.0237 0.8722 2.8995 0.3 -0.1 -0.4
C -0.2373 1.1815 4.2771 0.0 0.0 0.2
C 0.5385 2.1162 4.9011 -0.1 -0.1 0.1
C 1.5937 2.7441 4.2143 0.0 0.0 0.0
C 1.8526 2.4476 2.8870 -0.1 -0.2 -0.2
C 1.0732 1.5150 2.2123 0.2 0.3 0.9
N 1.3412 1.1127 0.9106 0.1 0.3 -0.8
N 2.2622 1.7142 0.3155 0.2 0.3 1.4
C 2.4768 1.4356 -1.0056 0.0 -0.4 -1.7
C 3.6865 1.8116 -1.5933 -0.3 0.0 0.7
C 3.9082 1.4795 -2.9153 0.0 -0.1 -0.4
C 2.9232 0.8049 -3.6220 0.1 0.1 0.2
C 1.7289 0.4943 -2.9799 -0.2 0.0 -0.1
N 1.5084 0.8248 -1.7213 -0.2 -0.2 1.1
H -5.2059 -2.4903 3.3223 0.0 0.0 0.1
H -5.1373 -0.0111 3.3916 0.0 0.0 0.0
H -3.0503 1.1842 2.8408 0.0 0.0 0.0
H -1.0228 -2.5984 2.3909 0.0 0.0 -0.1
H -3.1233 -3.7887 2.9349 0.0 0.0 -0.1
H -1.0301 0.6645 4.8012 0.0 0.0 0.0
H 0.3559 2.3593 5.9390 0.0 0.0 0.0
H 2.2276 3.4492 4.7342 0.0 0.0 0.0
H 2.6824 2.9041 2.3684 0.0 0.0 0.0
H 4.4258 2.3102 -0.9820 0.0 0.0 -0.1
H 4.8459 1.7333 -3.3907 0.0 0.0 0.0
H 3.0726 0.5086 -4.6505 0.0 0.0 0.0
H 0.9349 -0.0424 -3.4826 0.0 0.0 0.0
F -4.1587 -1.2446 -2.4516 0.0 0.0 0.0
C -3.2950 -2.2452 -2.3769 0.2 -0.1 0.0
F -3.8405 -3.2767 -1.7677 0.0 0.0 0.1
F -2.8843 -2.5794 -3.5868 -0.1 -0.1 0.1
S -1.8363 -1.6056 -1.4289 -0.6 -0.4 -0.4
O -2.3365 -0.9156 -0.2524 -0.4 -0.3 0.2
O -1.1798 -0.6707 -2.3413 0.0 0.0 -0.1
N -1.0025 -2.8852 -1.1087 -0.1 -0.1 -0.1
S 0.4837 -2.6388 -0.6170 0.3 -0.5 -0.2
O 1.3071 -1.9685 -1.5810 0.2 -0.5 -0.2
O 0.5274 -2.0284 0.7082 -0.1 0.0 0.0
C 1.1036 -4.3667 -0.3502 -0.3 0.0 0.0
F 2.3960 -4.2807 -0.0974 0.0 0.0 0.0
F 0.4608 -4.8564 0.7050 0.1 -0.1 -0.1
F 0.8876 -5.1207 -1.4058 0.0 0.1 0.0
S -1.2874 2.2904 -0.1849 0.0 -0.1 0.0
C -1.1290 2.9738 -1.7463 0.0 0.0 0.1
N -0.9885 4.2776 -1.9514 -0.1 0.1 -0.1
C -0.8920 4.6131 -3.3749 0.0 0.1 0.0
C -1.1021 3.2412 -4.0459 0.0 0.0 -0.1
N -1.1436 2.3245 -2.9003 0.0 0.0 -0.2
H -1.0069 4.9600 -1.2135 0.1 -0.1 0.1
H 0.0880 5.0360 -3.5949 0.0 0.0 0.0
H -1.6496 5.3413 -3.6572 0.0 0.0 0.0
H -0.2846 2.9783 -4.7162 0.0 0.0 0.0
H -2.0364 3.1985 -4.6048 0.0 0.0 0.0
H -1.4162 1.3563 -2.9772 0.1 -0.1 0.2

=====

[4]
122
Properties=species:S:1:pos:R:3:forces:R:3 method="wB97M-V/def2-TZVPD" total_charge=+4 largest_force_ev_per_a=1.542 orbital_gap_ha=0.2403 relative_energy_kj_mol=236.4 e_lumo_ev=-11.30
Ti 0.8520 -0.1674 -0.7191 -0.3 -0.4 0.1
C -3.7703 5.1348 -1.4075 -0.1 0.1 0.0
C -2.9053 3.9723 -1.0304 0.0 0.0 0.0
C -3.0050 3.3826 0.2213 0.0 -0.2 -0.1
C -2.3306 2.1956 0.5428 0.4 0.1 -0.3
C -2.8289 1.6159 1.7733 -0.2 0.0 0.3
N -3.3092 0.4337 1.9225 0.1 0.2 0.0
C -3.4117 -0.5830 0.8799 -0.2 -0.1 -0.5
C -4.4662 -0.1899 -0.1688 0.0 0.0 0.1
C -4.5296 -1.1804 -1.3197 -0.3 0.0 0.2
N -3.2712 -1.1733 -2.0551 0.2 -0.1 -0.1
C -3.0764 -1.6268 -3.2516 0.0 0.1 0.1
C -1.7851 -1.7940 -3.8248 0.4 0.1 0.1
C -1.7287 -2.2750 -5.1490 0.1 0.0 0.1
C -0.5409 -2.5693 -5.7926 0.1 0.0 0.0
C -0.4820 -3.0021 -7.2255 0.1 0.0 -0.1
C 0.6212 -2.4286 -5.0418 -0.1 0.0 0.0
C 0.6261 -1.9408 -3.7284 -0.2 0.1 0.2
C 1.8997 -1.6880 -3.1212 -0.1 0.0 -0.1
N 2.1299 -1.0425 -2.0296 0.3 -0.2 -0.8
C 3.4786 -0.4831 -1.9156 0.3 0.5 -0.1
C 3.4092 1.0052 -2.3704 -0.2 -0.1 0.0
C 2.1173 1.3517 -3.1264 0.5 0.1 -0.1
N 0.9280 1.2646 -2.2567 -0.3 0.1 0.0
C -0.0270 2.0981 -2.4341 0.2 0.1 -0.1
C -1.1603 2.3438 -1.5619 -0.1 -0.4 0.4
C -1.9700 3.4330 -1.8981 0.0 0.0 0.0
C -1.3433 1.6748 -0.3276 -0.8 0.9 -0.3
O -0.5575 0.6600 0.0245 -0.4 0.5 0.0
C -0.5790 -1.5579 -3.0915 0.1 -0.3 -0.4
O -0.5842 -1.0389 -1.8886 0.3 0.2 0.4
H -4.8027 4.8071 -1.5420 0.0 0.0 -0.1
H -3.4413 5.5983 -2.3343 0.0 0.0 0.0
H -3.7849 5.8907 -0.6227 0.1 0.0 0.0
H -3.6878 3.8124 0.9467 0.0 0.0 0.0
H -2.9570 2.2890 2.6178 0.0 -0.1 0.1
H -3.7110 0.1970 2.8275 0.1 0.0 0.1
H -3.6887 -1.5192 1.3593 0.1 0.0 0.1
H -2.4244 -0.7014 0.4327 0.0 -0.1 0.2
H -4.2498 0.8037 -0.5650 -0.1 0.0 0.0
H -5.4494 -0.1537 0.3013 0.0 0.0 0.0
H -5.3482 -0.9180 -1.9903 0.1 0.0 0.0
H -4.7219 -2.1906 -0.9455 0.1 0.0 0.0
H -2.4147 -0.9106 -1.5658 0.0 0.0 0.0
H -3.9428 -1.9298 -3.8338 -0.1 0.0 0.1
H -2.6624 -2.4190 -5.6814 0.0 0.0 0.0
H -1.4710 -3.2106 -7.6256 0.0 0.0 0.0
H 0.1377 -3.8904 -7.3460 -0.1 0.0 0.0
H -0.0274 -2.2163 -7.8317 -0.1 0.0 0.0
H 1.5677 -2.6771 -5.5110 0.0 0.0 0.1
H 2.7528 -2.0086 -3.7221 0.1 0.1 0.1
H 4.1730 -1.0300 -2.5552 -0.1 -0.1 0.1
H 3.8400 -0.5454 -0.8923 0.0 -0.1 0.0
H 4.2556 1.2221 -3.0210 0.0 0.0 0.0
H 3.4715 1.6515 -1.5000 0.1 0.1 -0.1
H 1.9836 0.6897 -3.9866 -0.1 0.0 0.0
H 2.2084 2.3643 -3.5232 -0.1 0.0 0.1
H 0.0477 2.7980 -3.2681 0.0 -0.1 0.0
H -1.8114 3.9226 -2.8521 0.0 0.0 0.0
C 1.6858 -3.2859 2.1830 0.2 -0.1 -0.3
P 0.5624 -2.4887 0.9437 -0.4 -0.3 0.9
C -0.0861 -1.3690 2.2662 -0.2 0.1 0.0
N -1.1982 -1.5733 2.9106 0.0 -0.3 -0.2
C -1.4783 -0.8399 4.0163 0.3 0.4 0.2
C -2.6525 -1.0729 4.7622 -0.1 -0.1 0.1
C -2.9068 -0.3104 5.8740 -0.1 -0.1 -0.1
C -2.0252 0.7186 6.2700 0.2 0.1 0.0
C -0.8787 0.9638 5.5631 0.0 0.0 0.1
C -0.5863 0.1844 4.4229 -0.4 -0.4 -0.1
N 0.5143 0.4380 3.6791 0.3 0.1 0.0
C 0.8069 -0.3069 2.6499 -0.4 0.3 0.0
P 2.1852 0.3108 1.5548 0.5 -1.0 1.1
C 3.5569 -0.9278 1.5962 -0.1 0.1 0.0
C 3.0272 1.6693 2.6168 -0.2 0.6 -0.3
C 2.0994 2.8670 2.8732 0.0 -0.1 -0.1
C 3.4769 1.1249 3.9783 0.0 -0.2 -0.1
C 4.2684 2.1263 1.8299 0.0 -0.2 -0.1
C -0.6230 -3.9784 0.6540 0.0 0.3 -0.4
C 0.2377 -5.2440 0.5387 0.0 0.0 0.0
C -1.6623 -4.1729 1.7547 0.1 -0.1 0.0
C -1.3328 -3.7691 -0.6846 0.1 0.0 0.1
H 1.0636 -3.9232 2.8099 -0.1 0.0 0.0
H 2.1541 -2.5536 2.8300 0.0 0.0 0.0
H 2.4422 -3.8965 1.6982 0.0 0.0 0.0
H -3.3073 -1.8905 4.4825 0.0 0.0 0.0
H -3.7893 -0.5132 6.4662 0.0 0.0 0.0
H -2.2578 1.3034 7.1494 0.0 0.0 0.0
H -0.1772 1.7290 5.8683 0.0 0.0 0.0
H 3.8078 -1.2166 2.6131 0.0 0.0 0.0
H 4.4381 -0.4502 1.1666 0.0 0.0 0.0
H 3.3099 -1.8072 1.0098 0.1 0.0 0.0
H 1.6633 3.2602 1.9610 0.0 0.0 0.1
H 2.6792 3.6543 3.3589 0.1 0.0 0.0
H 1.2926 2.5944 3.5415 0.0 0.0 0.1
H 2.6472 0.7541 4.5710 0.0 0.0 0.0
H 3.9231 1.9593 4.5229 0.0 0.0 0.0
H 4.2405 0.3534 3.9073 0.0 0.0 0.0
H 5.1065 1.4450 1.9687 0.0 0.0 0.0
H 4.6021 3.0935 2.2089 0.0 0.0 0.1
H 4.0606 2.2222 0.7641 0.1 0.1 0.0
H 0.6089 -5.5949 1.4977 0.0 0.0 0.0
H 1.0830 -5.1027 -0.1322 0.0 -0.1 0.0
H -0.3796 -6.0436 0.1275 -0.1 0.0 0.0
H -1.2343 -4.1513 2.7546 0.0 0.0 0.0
H -2.1244 -5.1523 1.6136 0.0 0.0 -0.1
H -2.4390 -3.4159 1.7103 0.0 0.0 0.0
H -0.6096 -3.6659 -1.4961 -0.1 0.0 0.0
H -1.9662 -2.8826 -0.6540 0.0 0.0 0.0
H -1.9617 -4.6342 -0.9003 0.0 0.0 0.0
O 2.8094 -3.4513 -0.7932 0.3 -0.2 -0.1
H 2.4886 -4.1546 -1.3722 0.1 0.0 0.0
H 3.6901 -3.7479 -0.5238 -0.1 -0.1 -0.1
N 2.3306 6.0467 0.0059 -0.4 0.0 -0.1
C 2.9152 4.6980 -0.2070 -0.2 -0.7 -0.1
C 1.6938 3.7085 -0.2306 0.1 0.4 -0.1
O 0.5894 4.2906 -0.2615 0.0 -0.1 0.1
O 1.9239 2.4801 -0.2406 0.2 0.4 0.1
H 2.6027 6.7406 -0.6883 0.0 0.0 0.0
H 2.5220 6.4321 0.9292 0.0 0.0 0.0
H 1.2873 5.7897 -0.0844 0.3 0.2 0.1
H 3.6256 4.4350 0.5698 0.0 0.1 0.0
H 3.4133 4.6428 -1.1736 0.1 0.1 0.0